ORCA calculation (wB97M-V/def2-TZVPD) on a gas-phase ion, H4NO2SSi (charge -1) in a non-equilibrium geometry.

Computed properties:
HOMO = -3.161 eV
energy relative to the best compared isomer or geometry (same formula, charge and spin) = 114.2 kJ/mol
strongest force on any atom = 4.39 eV/Å
net charge = -1
2S+1 = 1

XYZ file:
```
9
H4NO2SSi wB97M-V/def2-TZVPD
N -0.56 -0.20 -0.52
O -2.56 1.65 0.62
O -1.25 3.20 1.99
Si 0.39 0.47 0.69
S -1.67 1.75 1.84
H -1.61 0.09 -0.62
H -0.24 -0.55 -1.44
H 1.16 -0.77 1.11
H 1.81 1.15 0.15
```

Atom charges from the Mulliken analysis, given in e for atoms 1 to 5:
1. N -0.397
2. O -0.608
3. O -0.576
4. Si -0.010
5. S 0.400

***

ORCA calculation (wB97M-V/def2-TZVPD) on a molecular structure, H4NO2SSi in a non-equilibrium geometry.

Computed properties:
HOMO = -3.923 eV
energy relative to the best compared isomer or geometry (same formula, charge and spin) = 144.5 kJ/mol
strongest force on any atom = 4.78 eV/Å
net charge = -1
2S+1 = 1

XYZ file:
```
9
H4NO2SSi wB97M-V/def2-TZVPD
N 1.36 -0.99 0.59
O 3.59 -0.44 -0.74
O 1.91 1.10 -0.03
Si 0.41 0.54 0.01
S 2.81 -0.21 0.47
H 1.59 -1.99 1.03
H -0.19 -0.14 -1.27
H -0.12 0.71 1.32
H -0.14 2.11 -0.66
```

Atom charges from the Mulliken analysis, given in e for atoms 1 to 5:
1. N -0.420
2. O -0.569
3. O -0.307
4. Si 0.139
5. S 0.421

***

no.,frontier orbital gap (eV)
1,7.09
2,7.51